No. 1
ORCA calculation (ωB97M-V/def2-TZVPD) on a gas-phase ion, C12H18NO3 (charge +1).

Geometry as XYZ:
```
34
Properties=species:S:1:pos:R:3:lowdin_charge:R:1
C -1.25 1.79 2.78 -0.105
C -1.16 0.24 3.05 -0.231
C -2.47 -0.56 2.69 -0.200
O -2.98 -0.34 1.37 -0.087
C -2.05 -0.62 0.36 -0.209
O -1.84 0.61 -0.39 0.008
C -1.30 0.34 -1.65 -0.417
O -1.95 -0.05 -2.56 0.201
C 0.24 0.68 -1.76 0.028
C 0.58 2.12 -1.74 0.086
C 2.02 2.44 -1.80 0.010
N 2.96 1.43 -1.85 0.076
C 2.67 0.09 -1.89 0.046
C 1.28 -0.37 -1.83 -0.083
C 0.85 -1.88 -1.84 -0.147
C 1.91 -2.67 -0.93 -0.088
H -2.06 2.29 3.37 0.085
H -0.26 2.25 3.08 0.078
H -1.39 2.03 1.69 0.058
H -1.00 0.10 4.16 0.119
H -0.25 -0.21 2.56 0.097
H -2.33 -1.66 2.94 0.130
H -3.27 -0.20 3.40 0.138
H -1.10 -1.11 0.72 0.137
H -2.53 -1.36 -0.36 0.156
H -0.18 2.93 -1.69 0.145
H 2.37 3.49 -1.78 0.148
H 3.95 1.70 -1.86 0.180
H 3.48 -0.68 -1.92 0.152
H -0.16 -1.98 -1.35 0.101
H 0.75 -2.31 -2.87 0.137
H 1.38 -3.45 -0.32 0.088
H 2.39 -1.97 -0.19 0.078
H 2.69 -3.09 -1.61 0.084
```

Properties
SMILES string: CCCOCOC(=O)c1cc[nH+]cc1CC
Relative energy (zero: lowest compared OMol25 entry of this formula, charge and spin) (eV): 1.718
Kohn-Sham gap (eV): 8.1
Charge: +1
Lowest unoccupied orbital energy (eV): -4.86



No. 2
ORCA calculation (ωB97M-V/def2-TZVPD) on a molecular structure, C12H19Ag2NO10.

Geometry as XYZ:
```
44
Properties=species:S:1:pos:R:3:lowdin_charge:R:1
Ag -3.79 5.33 -4.30 0.108
Ag -1.50 2.22 -1.08 0.102
C -3.20 0.91 -6.59 -1.194
O -4.08 0.54 -7.33 -0.089
O -2.25 1.54 -7.15 -0.142
O -3.42 0.91 -5.39 -0.085
C -4.77 5.60 0.34 -1.151
O -4.29 6.64 -0.14 -0.006
O -5.14 4.78 -0.48 -0.067
O -3.97 5.31 1.18 0.013
C 2.28 6.08 -1.37 -1.101
O 1.90 6.12 -0.18 -0.087
O 2.89 6.97 -1.94 -0.076
O 1.38 5.64 -2.13 -0.034
C 2.05 -1.25 -1.20 -0.034
C 1.79 -1.86 0.17 -0.467
C 2.49 -0.97 1.23 -0.127
C 2.09 -1.35 2.75 -0.183
C 0.63 -1.14 2.87 -0.192
C -0.21 -2.00 1.92 -0.448
N 0.31 -1.86 0.51 -0.074
O -0.25 -2.76 -0.41 -0.043
C -0.46 -3.47 2.53 -0.044
C -1.64 -1.38 1.99 -0.068
C 2.49 -3.29 0.26 -0.051
H 1.38 -1.77 -1.89 0.081
H 3.06 -1.52 -1.52 0.077
H 1.96 -0.16 -1.19 0.086
H 3.55 -1.13 1.05 0.094
H 2.53 0.11 1.06 0.115
H 2.64 -0.75 3.47 0.101
H 2.44 -2.38 2.83 0.088
H 0.53 -0.09 2.58 0.123
H 0.41 -1.17 3.94 0.117
H 0.42 -4.00 2.17 0.045
H -0.52 -3.59 3.61 0.063
H -1.34 -3.96 2.12 0.063
H -1.65 -0.30 1.82 0.064
H -2.20 -1.90 1.22 0.074
H -2.13 -1.54 2.95 0.074
H 2.30 -4.03 -0.52 0.065
H 2.39 -3.90 1.16 0.049
H 3.54 -3.04 0.11 0.060
H -0.67 -2.15 -1.02 0.100
```

Properties
Relative energy (zero: lowest compared OMol25 entry of this formula, charge and spin) (eV): 7.738
Kohn-Sham gap (eV): 1.4
Charge: -4
Lowest unoccupied orbital energy (eV): 6.34



No. 3
ORCA calculation (ωB97M-V/def2-TZVPD) on a molecular structure, C12H19Br33INbOP.

Geometry as XYZ:
```
68
Properties=species:S:1:pos:R:3:lowdin_charge:R:1
C 5.11 -0.79 0.96 -0.429
P 4.08 -1.45 -0.42 0.549
O 3.04 -0.15 -0.60 -0.494
Nb 5.62 -1.95 -2.37 0.297
I 5.45 -4.76 -2.66 -0.272
H 4.57 -0.04 1.54 -0.047
H 5.37 -1.63 1.60 0.010
H 6.02 -0.35 0.57 -0.007
H 2.66 -0.21 -1.48 0.012
H 6.82 -2.14 -0.99 -0.123
H 6.67 -1.48 -3.79 -0.155
H 4.00 -1.53 -3.17 -0.132
H 5.92 -0.21 -2.10 -0.149
C 2.25 -3.71 2.76 -1.608
Br 1.07 -4.20 4.20 0.574
Br 1.76 -4.55 1.11 0.600
Br 2.35 -1.80 2.63 0.613
H 3.24 -4.06 3.03 -0.031
C 2.72 1.95 1.58 -1.630
Br 4.33 2.85 1.05 0.601
Br 2.63 1.73 3.49 0.563
Br 1.16 2.85 0.91 0.611
H 2.74 0.97 1.12 -0.091
C -2.48 -2.59 4.00 -1.658
Br -3.67 -2.92 5.47 0.570
Br -3.01 -3.54 2.42 0.580
Br -2.30 -0.71 3.64 0.587
H -1.50 -2.95 4.28 -0.104
C -6.35 -0.66 2.52 -1.624
Br -7.55 -0.96 3.99 0.585
Br -6.89 -1.64 0.96 0.601
Br -6.16 1.21 2.13 0.605
H -5.38 -1.03 2.81 -0.071
C -7.51 3.55 4.95 -1.678
Br -7.06 5.28 4.26 0.572
Br -6.96 3.36 6.78 0.572
Br -9.37 3.16 4.73 0.560
H -6.96 2.82 4.38 -0.105
C 3.27 -5.81 6.84 -1.679
Br 4.31 -4.25 6.43 0.575
Br 4.34 -7.18 7.66 0.572
Br 1.73 -5.38 7.90 0.554
H 2.91 -6.21 5.90 -0.050
C -0.62 4.16 -1.87 -1.682
Br -2.01 3.91 -0.57 0.564
Br -0.91 3.13 -3.45 0.587
Br -0.35 6.02 -2.27 0.576
H 0.29 3.80 -1.42 -0.163
C -8.81 0.37 -1.74 -1.666
Br -10.42 1.38 -1.47 0.570
Br -9.15 -1.27 -2.67 0.564
Br -7.46 1.40 -2.62 0.554
H -8.43 0.11 -0.76 -0.097
C 3.61 4.05 -4.02 -1.610
Br 3.03 3.53 -2.27 0.595
Br 4.78 2.73 -4.77 0.618
Br 2.14 4.41 -5.21 0.557
H 4.17 4.96 -3.92 -0.027
C -3.37 0.15 -3.78 -1.668
Br -4.23 -0.62 -2.25 0.544
Br -1.73 -0.76 -4.18 0.581
Br -4.54 0.22 -5.30 0.563
H -3.11 1.17 -3.52 -0.087
C 4.80 1.70 -8.48 -1.676
Br 5.64 -0.01 -8.21 0.580
Br 5.97 2.94 -9.36 0.553
Br 3.13 1.53 -9.40 0.560
H 4.58 2.10 -7.50 -0.114
```

Properties
Relative energy (zero: lowest compared OMol25 entry of this formula, charge and spin) (eV): 0.000
Kohn-Sham gap (eV): 5.3
Charge: -1
Lowest unoccupied orbital energy (eV): 0.95



No. 4
ORCA calculation (ωB97M-V/def2-TZVPD) on 3 unconnected molecules or ions with the total composition C12H19BrClN4O6.

Geometry as XYZ:
```
43
Properties=species:S:1:pos:R:3:lowdin_charge:R:1
Cl -0.72 2.40 3.48 0.803
C -1.08 1.57 2.02 -0.654
N -2.28 1.72 1.35 0.093
N -2.16 0.95 0.31 0.084
N -1.01 0.37 0.27 0.112
N -0.30 0.73 1.33 -0.020
C 1.07 0.38 1.73 -0.102
C 1.33 -1.15 1.88 -0.228
C 1.16 -1.65 3.37 -0.582
Br -0.17 -3.09 3.43 0.628
H -0.64 -0.29 -0.46 0.146
H 1.78 0.79 0.97 0.126
H 1.34 0.88 2.68 0.110
H 2.41 -1.30 1.65 0.125
H 0.78 -1.79 1.16 0.080
H 0.95 -0.81 4.06 0.064
H 2.13 -2.07 3.71 0.067
C -0.50 4.87 -1.79 -0.016
C 0.66 4.53 -0.89 -0.337
C 1.95 5.20 -1.27 -0.085
O 2.93 4.27 -0.79 0.082
C 2.35 3.05 -0.80 -0.554
O 2.93 2.02 -0.65 0.145
O 1.00 3.14 -0.99 0.061
H -1.41 4.37 -1.45 0.084
H -0.68 5.95 -1.81 0.098
H -0.32 4.52 -2.81 0.097
H 0.40 4.74 0.16 0.157
H 2.08 6.17 -0.80 0.146
H 2.08 5.31 -2.35 0.147
C -1.22 -5.49 -0.12 -0.013
C -1.78 -4.36 -0.95 -0.317
C -1.53 -4.49 -2.42 -0.071
O -1.50 -3.11 -2.84 0.105
C -1.11 -2.39 -1.79 -0.523
O -0.78 -1.23 -1.84 0.124
O -1.12 -3.11 -0.65 0.077
H -1.45 -5.34 0.93 0.079
H -1.63 -6.45 -0.44 0.100
H -0.13 -5.52 -0.20 0.098
H -2.85 -4.23 -0.73 0.166
H -2.32 -5.03 -2.94 0.150
H -0.57 -4.94 -2.66 0.148
```

Properties
Relative energy (zero: lowest compared OMol25 entry of this formula, charge and spin) (eV): 0.000
Kohn-Sham gap (eV): 9.6
Charge: +1
Lowest unoccupied orbital energy (eV): -3.50



No. 5
ORCA calculation (ωB97M-V/def2-TZVPD) on a molecular structure, C12H19BrHoIN4O.

Geometry as XYZ:
```
39
Properties=species:S:1:pos:R:3:lowdin_charge:R:1
C -2.35 -0.43 -0.48 -0.183
I 0.43 -4.45 -1.82 0.018
H -2.47 0.27 -1.32 0.017
H -3.10 -0.14 0.28 0.107
H -2.82 -1.42 -0.79 0.035
C 2.79 -0.86 0.06 -0.098
C 2.70 -0.15 -1.07 -0.112
N 1.34 -0.06 -1.41 -0.146
C 0.60 -0.66 -0.38 -0.328
N 1.51 -1.21 0.45 -0.132
H 3.63 -1.17 0.66 0.093
H 3.49 0.28 -1.66 0.084
C -0.21 2.51 2.22 -0.227
C -0.77 0.89 0.82 -0.170
N -0.23 1.13 2.01 -0.053
H -0.96 4.12 0.91 0.015
N -1.06 2.08 0.24 -0.044
H 0.16 2.93 3.13 0.038
Ho -0.85 -2.22 -1.57 0.087
C -1.02 -0.45 0.19 -0.540
O -1.11 -1.71 0.72 -0.344
C -0.75 3.09 1.14 -0.272
C -1.63 2.40 -1.07 -0.106
H -1.17 1.83 -1.90 0.076
H -1.42 3.47 -1.27 0.044
H -2.72 2.26 -1.09 0.068
C 0.30 0.19 2.98 -0.062
H 0.23 0.71 3.93 0.056
H 1.36 -0.01 2.79 0.071
H -0.28 -0.73 3.02 0.089
C 1.38 -2.32 1.42 -0.086
H 1.71 -3.25 0.95 0.044
H 0.34 -2.42 1.72 0.054
H 2.01 -2.06 2.28 0.064
C 0.92 -0.17 -2.82 -0.108
H 0.78 -1.25 -3.13 0.036
H 1.69 0.21 -3.50 0.082
H -0.01 0.39 -3.00 0.045
Br -2.43 -1.62 -3.63 -0.213
```

Properties
Expectation value of S²: 6.009
2S+1: 5
Kohn-Sham gap (alpha / beta) (eV): 1.6 / 3.0
Charge: -2
Lowest unoccupied orbital energy (alpha / beta) (eV): 4.46 / 4.41



No. 6
ORCA calculation (ωB97M-V/def2-TZVPD) on a molecular structure, C12H19CdO7P.

Geometry as XYZ:
```
40
Properties=species:S:1:pos:R:3:lowdin_charge:R:1
Cd 0.13 -0.09 -1.42 1.185
O 0.08 3.36 -2.29 0.163
C 0.07 2.23 -2.11 0.004
C 0.24 -2.63 -2.21 0.005
O 0.19 -3.76 -2.39 0.142
C 2.35 -0.20 -1.26 -0.080
O 3.48 0.02 -1.25 0.178
C -2.10 -0.03 -1.62 0.002
O -3.23 -0.13 -1.43 0.188
C 0.16 0.63 -5.96 -0.093
H -0.78 1.20 -5.88 0.051
H 1.09 1.21 -5.84 0.051
C 0.16 -0.71 -6.05 -0.084
H 1.09 -1.29 -6.00 0.051
H -0.77 -1.28 -6.06 0.051
C -0.03 -3.21 1.39 -0.086
C -1.10 -2.24 1.02 -0.272
O -0.55 -0.89 0.84 -0.473
P 1.04 -0.46 1.36 0.906
O 0.84 -0.52 2.97 -0.299
C -0.12 0.23 3.76 -0.224
C -1.56 -0.06 3.49 -0.065
O 0.63 1.14 1.01 -0.430
C 1.42 2.26 1.48 -0.283
C 0.54 3.50 1.51 -0.053
H 0.70 -3.32 0.59 0.062
H -0.46 -4.19 1.60 0.109
H 0.49 -2.87 2.30 0.075
H -1.61 -2.51 0.08 0.102
H -1.88 -2.17 1.78 0.116
H 0.14 -0.05 4.79 0.138
H 0.10 1.30 3.64 0.105
H -1.78 -1.12 3.63 0.084
H -2.18 0.50 4.19 0.105
H -1.86 0.23 2.48 0.070
H 1.81 2.03 2.48 0.122
H 2.27 2.42 0.81 0.118
H -0.37 3.36 2.11 0.092
H 1.12 4.32 1.96 0.103
H 0.26 3.81 0.50 0.062
```

Properties
Relative energy (zero: lowest compared OMol25 entry of this formula, charge and spin) (eV): 0.181
Kohn-Sham gap (eV): 7.4
Charge: +2
Lowest unoccupied orbital energy (eV): -8.14



Computed values of F_max (unit: eV/A) for the preceding records, in sequence: 3.55, 10.48, 1.77, 2.73, 5.18, 5.66.